64
Properties=species:S:1:pos:R:3:lowdin_spin:R:1 method="wB97M-V/def2-TZVPD" energy_ev=-78377.0636 charge=+1 spin_multiplicity=5 gap_ev="7.08 / 8.19" e_homo_ev="-11.4 / -12.2"
Mn -0.028 -1.895 -0.945 3.6711
C -1.755 0.757 -3.119 0.0013
C -2.407 -0.283 -2.294 0.0130
N -1.799 -1.246 -1.602 0.0007
C -2.780 -1.993 -0.995 0.0078
C -3.999 -1.482 -1.313 0.0008
N -3.737 -0.410 -2.130 0.0059
C -5.413 -1.798 -0.958 0.0000
O -5.622 -2.885 -0.239 -0.0004
O -6.283 -1.092 -1.391 0.0000
C -2.348 -3.131 -0.167 0.0089
O -3.136 -3.859 0.397 0.0130
O -1.037 -3.232 -0.113 0.0316
H -0.712 0.494 -3.278 -0.0002
H -1.801 1.725 -2.617 0.0006
H -2.246 0.846 -4.086 0.0003
H -4.472 0.164 -2.523 0.0000
H -4.786 -3.350 0.006 -0.0002
O 1.644 -2.763 -0.675 0.0303
N 2.669 -2.181 -1.210 -0.0054
N 2.364 -1.185 -1.910 0.0158
O 1.088 -0.843 -2.066 0.0514
C 3.376 -0.388 -2.579 -0.0011
C 4.703 -0.762 -2.454 0.0017
C 5.654 0.012 -3.096 -0.0003
C 5.275 1.125 -3.836 0.0024
C 3.937 1.473 -3.939 -0.0002
C 2.964 0.714 -3.304 0.0020
H 4.988 -1.630 -1.879 0.0000
H 6.697 -0.260 -3.015 -0.0001
H 6.025 1.719 -4.334 0.0001
H 3.640 2.337 -4.515 -0.0001
H 1.920 0.974 -3.371 0.0002
C 0.364 0.195 4.462 0.0061
C 0.748 -0.740 3.324 0.0235
C 2.259 -0.946 3.241 0.0013
Sb 0.040 -0.187 1.386 0.0817
C 1.118 1.588 0.836 0.0125
C 1.431 2.597 1.932 0.0036
C 0.398 2.249 -0.335 -0.0001
C -1.999 0.459 1.641 0.0111
C -2.244 1.819 2.277 0.0033
C -2.766 -0.636 2.386 0.0004
H 0.788 -0.182 5.394 0.0018
H -0.712 0.258 4.602 0.0002
H 0.747 1.204 4.318 0.0002
H 0.275 -1.713 3.493 0.0002
H 2.782 -0.007 3.047 0.0000
H 2.539 -1.657 2.461 0.0005
H 2.637 -1.333 4.188 0.0002
H 2.072 1.189 0.465 0.0003
H 0.530 2.974 2.412 0.0001
H 1.955 3.455 1.507 0.0010
H 2.074 2.180 2.706 0.0001
H -0.508 2.763 -0.003 0.0000
H 0.119 1.533 -1.109 -0.0002
H 1.037 2.998 -0.805 0.0001
H -2.370 0.495 0.610 -0.0002
H -1.861 1.869 3.294 0.0001
H -3.317 2.011 2.328 0.0009
H -1.795 2.636 1.713 0.0001
H -2.474 -0.675 3.436 0.0000
H -2.608 -1.635 1.977 0.0001
H -3.839 -0.437 2.364 0.0001

48
Properties=species:S:1:pos:R:3:lowdin_charge:R:1 method="wB97M-V/def2-TZVPD" energy_ev=-26729.1584 smiles="COc1ccc(CCN(C)C/C=C/c2ccccc2)cc1OC" de_lowest_kj_mol=246.6 charge=0 gap_ev=8.45 e_homo_ev=-7.6
C -0.861 1.599 3.238 -0.0885
O -0.271 2.052 2.048 -0.1147
C 0.566 1.201 1.364 -0.1987
C 0.896 -0.070 1.816 -0.0059
C 1.714 -0.917 1.090 -0.0391
C 2.226 -0.517 -0.132 -0.2422
C 1.923 0.761 -0.573 0.0281
C 1.114 1.634 0.145 -0.2052
O 0.923 2.841 -0.466 -0.0761
C 0.360 3.928 0.234 -0.0750
H 0.902 4.133 1.160 0.0982
H 0.460 4.780 -0.439 0.0946
H -0.695 3.762 0.460 0.0731
H 2.310 1.124 -1.514 0.1303
C 3.083 -1.417 -0.980 -0.1300
H 4.114 -1.388 -0.616 0.1197
H 3.097 -1.022 -1.998 0.1044
C 2.629 -2.887 -0.990 -0.2092
N 1.197 -3.041 -0.849 -0.2504
C 0.807 -4.410 -0.618 -0.0968
H -0.265 -4.450 -0.432 0.0827
H 1.322 -4.792 0.263 0.0832
H 1.038 -5.075 -1.469 0.0874
C 0.386 -2.388 -1.870 -0.1798
C -0.667 -1.565 -1.194 -0.0621
C -0.947 -0.303 -1.509 -0.0656
C -1.899 0.574 -0.844 -0.2215
C -2.081 1.867 -1.338 -0.0439
C -2.946 2.751 -0.723 -0.0948
C -3.653 2.363 0.402 -0.0925
C -3.487 1.082 0.903 -0.0953
C -2.621 0.198 0.290 -0.0393
H -2.497 -0.793 0.699 0.1067
H -4.038 0.774 1.781 0.1035
H -4.327 3.054 0.888 0.0994
H -3.068 3.749 -1.121 0.1052
H -1.524 2.180 -2.209 0.1158
H -0.416 0.155 -2.334 0.1174
H -1.166 -2.065 -0.378 0.1058
H -0.086 -3.136 -2.529 0.1227
H 1.005 -1.746 -2.498 0.1176
H 3.080 -3.406 -0.139 0.1132
H 3.014 -3.370 -1.908 0.1228
H 1.933 -1.897 1.480 0.1123
H 0.500 -0.421 2.756 0.1038
H -0.112 1.401 4.013 0.0962
H -1.510 2.410 3.566 0.0973
H -1.463 0.701 3.073 0.0847

18
Properties=species:S:1:pos:R:3:lowdin_charge:R:1 method="wB97M-V/def2-TZVPD" energy_ev=-19160.7101 smiles="C[C@H]1CNN=CCS1" de_lowest_kj_mol=211.8 charge=0 gap_ev=8.96 e_homo_ev=-8.2
C -1.445 -0.833 1.127 -0.1238
C -0.904 -0.857 -0.316 -0.6278
C -0.891 0.531 -0.915 -0.2705
C 1.772 0.584 0.616 -0.2808
C 1.987 -0.419 -0.434 -0.4490
H -0.634 -0.454 1.789 0.0701
H -2.372 -0.165 1.162 0.1014
H -1.625 -1.832 1.508 0.0595
H -1.589 -1.382 -0.991 0.0913
H -0.509 0.385 -1.951 0.1058
H -1.974 0.923 -1.135 0.1558
H -0.703 2.348 0.002 0.1037
H 2.532 0.583 1.388 0.1038
H 1.901 0.158 -1.387 0.0874
H 2.981 -0.825 -0.441 0.0631
N -0.170 1.534 -0.190 -0.0634
N 0.921 1.493 0.643 0.0226
S 0.720 -1.770 -0.474 0.8508

76
Properties=species:S:1:pos:R:3:lowdin_spin:R:1 method="wB97M-V/def2-TZVPD" energy_ev=-80724.7745 de_lowest_kj_mol=119.7 charge=+2 spin_multiplicity=6 gap_ev="6.03 / 5.76" e_homo_ev="-11.0 / -12.7"
Ru -1.247 -8.846 14.870 3.8337
C 0.396 -10.806 9.837 0.0019
N -0.421 -10.110 10.840 0.0100
C -1.655 -9.522 10.606 0.0035
C -2.162 -9.061 11.760 0.0132
N -1.245 -9.342 12.801 0.1086
C -0.245 -9.986 12.190 0.0207
P 1.186 -10.452 13.150 0.0087
C 0.517 -11.293 14.636 0.0170
N -0.532 -10.901 15.277 0.1033
C -0.918 -11.954 16.157 0.0117
C 0.033 -12.906 16.092 0.0032
N 0.975 -12.510 15.072 0.0094
C 2.052 -13.276 14.487 0.0018
C 1.545 -8.851 13.831 0.0213
N 0.722 -8.101 14.553 0.0589
C 1.418 -7.003 14.956 0.0118
C 2.579 -6.934 14.257 0.0030
N 2.742 -8.182 13.657 0.0128
C 3.947 -8.696 12.969 0.0016
H 1.134 -11.423 10.354 0.0001
H -0.191 -11.428 9.132 0.0003
H 0.980 -10.080 9.206 0.0004
H -2.119 -9.487 9.619 0.0007
H -3.137 -8.545 11.921 0.0009
H -1.831 -12.062 16.724 0.0001
H 0.218 -13.734 16.786 0.0008
H 2.736 -13.674 15.231 0.0003
H 1.764 -14.173 13.892 0.0003
H 2.646 -12.617 13.863 0.0001
H 1.022 -6.213 15.635 0.0009
H 3.322 -6.153 14.340 0.0003
H 3.902 -9.757 12.700 0.0001
H 4.180 -8.127 12.076 0.0004
H 4.809 -8.600 13.655 0.0003
S -5.891 -8.788 15.011 0.0444
C -5.296 -10.091 15.928 -0.0102
C -3.946 -10.297 15.923 0.0392
C -3.224 -9.289 15.202 0.1290
C -4.182 -8.313 14.784 0.1339
C -3.669 -7.027 14.516 0.0239
C -4.393 -5.818 14.260 0.0286
C -3.648 -4.678 13.990 0.0145
C -2.265 -4.720 14.047 0.0302
C -1.611 -5.916 14.236 0.0291
N -2.259 -7.025 14.636 0.1612
H -6.020 -10.852 16.267 0.0009
H -3.394 -11.168 16.288 0.0027
H -5.471 -5.759 14.230 0.0019
H -4.168 -3.758 13.681 0.0001
H -1.696 -3.790 13.916 0.0021
H -0.536 -6.022 14.063 0.0020
O -0.995 -8.468 17.363 0.0875
S -0.236 -9.414 18.268 0.0087
C -1.480 -10.270 19.210 0.0006
C -1.326 -11.589 19.582 0.0003
C -2.363 -12.158 20.334 0.0001
C -3.579 -11.502 20.494 0.0003
C -3.753 -10.169 20.093 0.0000
C -2.625 -9.540 19.490 0.0008
C 0.456 -8.501 19.599 0.0039
C 0.349 -7.136 19.600 0.0004
C 0.635 -6.370 20.751 0.0001
C 1.073 -7.078 21.883 -0.0002
C 1.334 -8.455 21.825 0.0005
C 1.147 -9.162 20.618 0.0007
H -0.402 -12.098 19.403 0.0000
H -2.300 -13.221 20.593 0.0000
H -4.368 -12.056 20.903 0.0000
H -4.697 -9.575 20.234 0.0000
H -2.578 -8.466 19.288 0.0003
H -0.116 -6.626 18.725 0.0003
H 0.586 -5.283 20.680 0.0000
H 1.102 -6.562 22.818 0.0000
H 1.758 -8.916 22.717 0.0001
H 1.398 -10.247 20.554 0.0000

18
Properties=species:S:1:pos:R:3:lowdin_charge:R:1 method="wB97M-V/def2-TZVPD" energy_ev=-14792.9788 smiles=COn1ncn2cnc(N)c12 de_lowest_kj_mol=266.2 charge=0 gap_ev=8.33 e_homo_ev=-7.4
C -3.047 -0.366 -0.061 -0.1573
C -1.306 0.910 -0.275 -0.3620
C -0.864 -0.387 -0.243 -0.0599
C -1.539 -2.496 0.032 -0.1010
C 2.394 -0.400 -0.088 -0.0714
N -2.664 0.886 -0.177 0.1078
N -0.257 -2.582 -0.042 0.1064
N -1.978 -1.193 -0.076 0.0064
N 0.276 -1.358 -0.118 -0.1112
N -0.611 2.096 -0.477 0.0933
O 1.473 -1.217 -0.783 -0.1038
H -4.062 -0.688 0.037 0.1153
H -2.181 -3.338 0.184 0.1219
H 3.352 -0.585 -0.569 0.0912
H 2.450 -0.665 0.972 0.0930
H 2.130 0.659 -0.191 0.0747
H -1.243 2.879 -0.380 0.0835
H 0.205 2.198 0.113 0.0730

14
Properties=species:S:1:pos:R:3:lowdin_charge:R:1 method="wB97M-V/def2-TZVPD" energy_ev=-8368.4165 de_lowest_kj_mol=469.4 charge=0 gap_ev=8.94 e_homo_ev=-8.1
C 0.934 1.840 0.170 -0.0690
C 0.588 -0.402 -1.202 -0.2135
O 0.948 -1.206 -0.206 -0.0592
C -0.209 -1.401 0.634 -0.1319
C -1.349 -0.847 -0.211 -0.1321
O -0.715 -0.267 -1.365 -0.0330
H 0.520 2.554 -0.552 0.0081
H 1.914 2.205 0.491 -0.0010
H 0.242 1.644 0.975 -0.0019
H 1.414 0.861 -0.850 0.1355
H -0.276 -2.469 0.850 0.1254
H -0.052 -0.850 1.566 0.1218
H -1.919 -0.056 0.283 0.1255
H -2.040 -1.607 -0.584 0.1252

22
Properties=species:S:1:pos:R:3:lowdin_spin:R:1 method="wB97M-V/def2-TZVPD" energy_ev=-13574.2170 de_lowest_kj_mol=113.3 charge=-1 spin_multiplicity=2 gap_ev="8.52 / 7.19" e_homo_ev="-4.9 / -4.9"
C 2.362 0.012 -1.482 0.3458
O -0.280 -1.609 0.034 0.0528
C 2.100 0.038 -0.097 -0.0172
C 2.212 -0.971 0.984 0.4950
H 2.734 -0.882 -2.009 0.0168
H 2.372 1.011 -1.892 0.0175
H 0.543 -1.615 0.598 0.0196
H 1.856 1.047 0.314 -0.0070
H 2.371 -0.545 1.948 0.0277
H 2.622 -1.976 0.872 0.0262
H -2.926 0.166 0.018 0.0000
H -2.879 -0.396 -1.399 -0.0001
O -3.381 0.210 -0.807 0.0004
H -1.195 1.353 1.207 0.0000
H -2.361 0.061 2.396 0.0000
O -1.915 0.044 1.542 0.0003
H -0.745 0.820 -0.985 -0.0004
H -0.131 -0.564 -1.247 0.0015
O -0.760 0.136 -1.635 0.0212
H -0.943 2.830 0.643 0.0000
H -1.036 -1.126 0.451 0.0005
O -0.619 1.958 0.548 -0.0005

72
Properties=species:S:1:pos:R:3:lowdin_spin:R:1 method="wB97M-V/def2-TZVPD" energy_ev=-92272.3758 de_lowest_kj_mol=3.8 charge=+3 spin_multiplicity=2 gap_ev="4.93 / 2.98" e_homo_ev="-16.1 / -16.1"
Hf 0.638 0.248 -0.275 0.0006
C -3.757 1.064 0.351 0.0000
C -2.674 0.781 -0.450 -0.0008
N -1.595 0.435 0.285 -0.0013
N -2.013 0.500 1.587 -0.0002
C -3.293 0.873 1.645 0.0000
B -0.994 0.165 2.692 0.0000
N -0.381 -1.229 2.272 0.0000
C -0.406 -2.359 2.982 0.0001
C 0.200 -3.372 2.250 0.0000
C 0.589 -2.765 1.074 0.0000
N 0.224 -1.466 1.077 0.0002
N 0.112 1.289 2.609 0.0000
C 0.503 2.143 3.557 0.0000
C 1.498 2.971 3.053 0.0000
C 1.661 2.570 1.748 0.0000
N 0.802 1.564 1.459 0.0000
N -1.523 0.055 4.075 0.0000
C -0.817 -0.207 5.222 0.0000
C -1.713 -0.421 6.227 0.0000
C -2.975 -0.304 5.603 0.0000
N -2.862 -0.039 4.321 0.0000
H -4.749 1.351 0.050 0.0000
H -2.638 0.811 -1.525 -0.0006
H -3.782 0.943 2.603 0.0000
H -0.850 -2.379 3.965 0.0000
H 0.341 -4.397 2.546 0.0000
H 1.108 -3.185 0.228 0.0000
H 0.050 2.122 4.534 0.0000
H 2.022 3.754 3.574 0.0000
H 2.343 2.939 1.000 0.0000
H 0.262 -0.233 5.231 0.0000
H -1.498 -0.631 7.261 0.0000
H -3.954 -0.405 6.044 0.0000
C -2.068 -4.127 -3.506 0.2629
C -1.914 -3.823 -2.127 0.0774
C -1.422 -2.606 -1.762 0.0413
C -1.097 -1.654 -2.770 0.2177
C -1.264 -1.963 -4.162 0.0694
C -1.735 -3.191 -4.512 0.0432
N -0.658 -0.414 -2.335 -0.0538
N -0.737 0.487 -3.236 0.0978
C -0.495 1.777 -2.844 0.0105
C -0.712 2.751 -3.816 0.0901
C -0.622 4.094 -3.447 -0.0084
C -0.356 4.381 -2.127 0.0823
C -0.125 3.333 -1.210 0.0401
N -0.174 2.061 -1.551 0.0170
H -2.450 -5.101 -3.793 0.0098
H -2.202 -4.556 -1.386 0.0011
H -1.330 -2.328 -0.720 -0.0006
H -0.990 -1.231 -4.907 0.0001
H -1.854 -3.462 -5.553 -0.0007
H -0.964 2.438 -4.820 0.0026
H -0.780 4.881 -4.172 -0.0017
H -0.314 5.400 -1.768 0.0032
H 0.114 3.558 -0.179 0.0012
F 2.958 -2.635 -1.300 0.0001
C 3.996 -2.455 -0.467 0.0000
F 5.116 -2.707 -1.088 0.0000
F 3.843 -3.217 0.593 0.0000
S 4.005 -0.681 0.087 0.0000
O 2.603 -0.368 0.496 0.0000
O 4.997 -0.548 1.074 0.0000
N 4.295 0.113 -1.272 0.0001
S 3.076 0.850 -1.852 0.0000
O 2.561 1.985 -1.101 0.0002
O 1.872 -0.044 -2.077 -0.0009
C 3.663 1.366 -3.544 -0.0001
F 2.653 2.040 -4.082 0.0003
F 4.713 2.124 -3.397 0.0000
F 3.920 0.287 -4.239 0.0000

46
Properties=species:S:1:pos:R:3:lowdin_charge:R:1 method="wB97M-V/def2-TZVPD" energy_ev=-31210.1694 de_lowest_kj_mol=132.2 charge=+1 gap_ev=10.82 e_homo_ev=-13.5
O -0.125 -1.395 2.357 -0.0514
H 2.589 2.067 -3.036 0.0835
H -0.877 -1.040 1.867 -0.0153
O -2.304 -3.261 0.722 -0.0370
H 3.283 1.171 -1.628 0.0606
H -2.308 -2.702 1.504 0.0302
O -0.989 -1.983 -3.997 -0.0483
H -3.668 1.501 3.474 0.0843
H -2.497 1.247 -4.350 0.0464
O -3.072 2.891 0.818 -0.0664
H 0.872 -3.387 0.324 0.0969
H -2.668 0.182 1.626 0.0071
O 2.900 2.356 -2.180 0.0583
H -3.833 3.319 0.399 0.0485
H 3.726 0.241 -0.083 0.0713
O 0.545 3.382 2.636 -0.0496
H -0.238 -2.565 -4.168 0.0428
H -1.630 -2.612 -3.646 0.0441
O -2.883 1.203 3.001 -0.0364
H -0.013 3.759 3.323 0.0504
H 2.430 -2.501 -2.135 0.0797
O 0.707 0.584 -2.734 -0.0583
H -1.952 -4.083 1.083 0.0567
H 1.438 -1.938 -1.087 0.0200
O 0.506 -2.547 0.017 -0.0292
H 2.253 2.873 -1.694 0.1105
H 2.722 -0.194 1.978 0.0501
O -2.171 -0.005 0.804 -0.0556
H 0.652 -0.365 -2.560 0.0003
O 3.649 0.291 -1.100 0.1113
H 3.027 -0.407 -1.445 0.0661
H -1.361 0.424 1.098 0.0335
O 2.042 -1.674 -1.843 -0.0627
H -0.419 -2.802 -0.172 0.0713
H 0.010 2.689 2.236 0.0182
O 3.429 0.112 1.401 -0.0016
H -2.428 0.745 3.707 0.0623
H 3.873 0.865 1.793 0.0843
O -2.333 0.534 -3.732 -0.0423
H 0.202 -2.167 1.903 0.0090
H 0.394 0.491 3.302 0.0137
O 1.315 0.662 3.118 -0.0662
H 1.539 1.474 3.590 0.0513
H -3.347 1.988 0.617 0.0077
H -0.072 0.784 -3.269 0.0242
H -2.915 -0.207 -3.836 0.0258